No. 1
# C28H30BrF4GaN3O3

C28H30BrF4GaN3O3 as an isolated structure (ωB97M-V/def2-TZVPD, the OMol25 dataset).

## Properties
charge: +1
calculated total energy: -173420.337 eV
molecular weight: 682.2 g mol⁻¹

Last column: Mulliken charge in e.
Positions of all 70 atoms, in Å:
O: -1.42300 0.45887 0.03374  -0.083
N: 1.17897 4.61428 4.20737  -0.604
C: 2.17046 -1.45309 -1.63157  -1.206
H: 0.53976 4.70514 2.25150  0.487
C: -0.90213 -4.80906 2.88396  -0.567
H: -0.97281 0.99005 -3.85794  0.409
C: 2.19671 -2.03043 -0.21757  -0.617
F: 1.26392 -5.44084 3.54451  -0.296
F: -2.99957 -4.03770 2.13290  -0.300
C: -2.12215 1.50790 0.03699  -0.914
C: 0.54861 -0.14809 -2.88081  -0.729
C: 1.65228 3.83431 5.17159  -0.162
H: 1.61558 -2.13892 -2.27019  0.511
H: 3.24554 1.15377 0.19209  0.222
C: 1.13238 2.70873 2.76357  0.316
H: -2.04066 2.13295 0.92520  0.505
H: 2.78469 0.98362 -2.84177  0.509
H: 2.90267 -1.48221 0.41575  0.250
C: 1.06501 -3.73768 1.96864  0.521
H: -3.27514 3.95031 1.06876  0.422
C: 1.63491 1.89395 3.77105  -0.239
C: 1.89306 2.47541 4.99702  -0.155
C: -4.06976 3.80638 -2.05071  -0.947
H: 4.19163 0.15306 -0.91781  0.349
H: -1.35443 -5.53839 3.53820  0.526
C: -1.07891 -3.04084 1.26349  0.158
C: 0.46961 -4.67411 2.79807  0.042
N: 1.44889 -0.12642 -1.67970  1.215
H: -4.31473 4.86019 -2.07650  0.340
H: 1.16356 -0.42335 -3.74317  0.500
C: 0.92408 4.05871 3.03060  -0.317
H: -3.23010 -0.82971 -0.98254  0.222
H: 0.49630 1.91066 -3.57224  0.459
H: -5.55473 4.57817 -4.06807  0.369
H: 1.81819 1.93812 -1.71235  0.348
O: 1.20405 0.94280 1.19252  0.042
C: -5.31477 3.52784 -4.21466  -1.563
C: -3.47393 1.06057 -2.01183  1.314
F: 2.40466 -3.62395 1.99342  -0.321
H: 3.16814 -1.33168 -2.04874  0.336
C: -4.51756 2.97736 -3.07463  0.668
H: -0.15907 -0.96451 -2.72210  0.575
H: 1.85232 4.30264 6.12795  0.388
C: -2.88937 4.25388 0.09337  -1.703
H: 1.81608 0.84251 3.59768  0.601
H: -0.61392 1.58528 -2.24264  0.184
H: -6.24344 2.96999 -4.33755  0.384
F: -1.86213 -2.24173 0.50325  0.064
C: -2.99250 1.92951 -0.99487  0.935
O: 0.22475 2.83571 0.56541  -0.596
H: -4.75460 3.42962 -5.14630  0.333
H: 2.54503 -3.06045 -0.27411  0.759
C: 0.79960 2.17292 1.41682  0.467
C: 0.30414 -2.89283 1.15787  0.420
C: -3.33359 3.31155 -0.98970  0.858
C: 3.56709 1.04155 -0.84140  -1.348
C: -3.26354 -0.42362 -1.98943  -1.341
C: -4.23179 1.60985 -3.02334  -1.015
C: 2.40364 1.02542 -1.81523  -0.630
H: -2.32658 -0.69416 -2.47918  0.096
H: -4.63768 0.95987 -3.78913  0.505
H: 4.19709 1.89293 -1.09645  0.461
H: -4.06887 -0.91198 -2.53490  0.549
C: -0.16646 1.16191 -3.14506  -1.327
H: -1.80279 4.30675 0.16926  0.274
N: 0.82554 -1.94796 0.29037  0.508
Ga: 0.32475 -0.18749 0.01717  -1.443
H: -3.26933 5.25163 -0.11146  0.407
C: -1.66624 -3.96557 2.10196  -0.235
Br: 2.56385 1.45081 6.42697  -0.150

***

No. 2
# C28H22Cl3MoN4O5S2

C28H22Cl3MoN4O5S2 as an isolated structure at a distorted geometry (ωB97M-V/def2-TZVPD, the OMol25 dataset).

## Properties
charge: +1
calculated total energy: -106679.719 eV
molecular weight: 760.9 g mol⁻¹

Last column: Mulliken charge in e.
Positions of all 65 atoms, in Å:
H: -4.60658 -4.25476 -0.05085  0.512
O: 1.62548 1.36970 0.89984  -0.335
C: 2.52379 -3.31925 1.64941  -0.892
C: 0.50898 -2.74622 -4.83837  -0.494
H: 0.93477 0.62042 -4.90263  0.505
H: 0.74479 0.99080 3.21864  0.399
C: -0.64242 -6.13253 1.19451  -0.642
H: -0.62528 -8.26989 1.40037  0.408
C: 0.36894 -1.43073 -5.26124  -0.672
H: -0.25515 -1.19760 -6.11334  0.413
H: -4.35932 -6.52465 0.25850  0.340
C: -1.21830 -7.39642 1.16358  -0.504
C: 1.99250 -2.04753 -3.08269  -0.048
H: -0.68220 0.18310 3.88875  0.426
N: -0.90255 -0.80864 1.01914  0.613
H: 0.12863 -2.07613 4.44577  0.412
H: -3.01277 -8.51402 0.80177  0.378
C: 1.31912 -3.05577 -3.75355  -0.817
C: -3.31391 -6.41122 0.52180  -0.642
O: 5.12131 3.66152 -0.98127  -0.523
C: -2.55596 -7.53356 0.82844  -0.639
C: -1.39965 -5.01252 0.89257  0.541
H: 4.47915 3.46921 -0.25966  0.412
C: 3.54402 1.06166 -3.10922  0.532
H: 3.15464 -4.77964 3.08294  0.465
C: -2.74474 -5.14397 0.55323  0.290
C: -1.93288 -1.89587 -0.55082  0.590
H: -2.77908 3.01293 -1.33033  0.448
H: -0.01144 -3.53673 -5.36297  0.456
H: 2.63199 -2.26290 -2.23639  0.527
C: 0.78829 -2.42620 3.66192  -1.057
C: 1.02966 -0.41249 -4.59175  -0.122
C: 4.96151 2.91256 -2.05784  0.481
C: 2.59997 2.03022 0.31599  1.027
C: 1.62828 -3.50771 3.88547  -0.740
Mo: 0.58989 -0.09336 -0.07202  -0.273
Cl: 4.27342 0.87173 -4.61250  -0.083
C: 2.88432 1.57389 -1.08207  -0.214
C: -3.60277 -3.94279 0.23584  -0.760
H: -2.39741 1.35681 -1.92706  0.192
C: 1.66772 -2.25575 1.44279  1.004
C: 2.49124 -3.94735 2.88795  -0.670
O: 5.65087 3.02352 -3.03258  -0.542
C: -0.21186 0.53871 2.96783  -1.591
H: 1.62136 -4.00265 4.84686  0.444
C: -0.01750 -0.61812 2.03446  0.769
S: -1.00376 -0.91768 -1.67253  -0.416
H: -3.68242 -3.24921 1.06984  0.329
N: 2.07445 0.61780 -1.53190  0.743
H: -0.86122 1.29039 2.52158  0.329
H: 1.43272 -4.08345 -3.43500  0.450
O: 1.68191 -1.55543 0.25118  0.011
N: -1.74720 -1.77972 0.75681  -0.753
H: -0.93708 -4.03394 0.93993  0.156
C: 3.84570 1.90672 -2.04468  -0.402
O: 3.21734 2.92646 0.83984  -0.768
S: -3.01550 -3.01265 -1.21335  -0.036
C: -2.40313 2.02852 -1.07992  -0.322
C: 1.82819 -0.74065 -3.50958  -0.388
H: 0.40043 -6.01579 1.46227  0.441
Cl: -0.68273 2.28461 -0.59788  0.074
C: 0.80346 -1.79576 2.42630  0.940
N: 2.47954 0.30667 -2.77300  -0.111
Cl: -3.34855 1.33372 0.21681  -0.098
H: 3.20252 -3.63322 0.86767  0.496

***

No. 3
# C21H29BN8O2RuS

C21H29BN8O2RuS as an isolated structure (ωB97M-V/def2-TZVPD, the OMol25 dataset).

## Properties
spin multiplicity: 6
charge: +1
calculated total energy: -52350.863 eV
molecular weight: 569.5 g mol⁻¹

Last column: Mulliken charge in e.
Positions of all 63 atoms, in Å:
H: -4.64037 0.44284 -0.86551  0.620
C: -2.56107 -3.00953 -2.99417  -0.769
C: 5.35851 0.34352 0.45277  -0.752
O: 1.46373 -2.40363 -0.43387  -0.805
C: 6.10910 1.14514 2.71263  -1.515
C: -0.21169 3.51906 -2.35385  -0.808
H: -3.14744 -3.72361 -3.57337  0.362
H: 7.10026 0.75645 2.48220  0.394
H: -2.01825 -4.65405 -1.72922  0.379
H: -3.36928 3.42648 1.95098  0.487
H: -0.25634 -3.02444 1.85512  0.419
C: 1.11922 3.11029 -2.43294  -0.588
H: 1.85459 3.75232 -2.89982  0.441
C: 0.52496 1.09791 -1.33544  0.440
O: 2.38782 -1.08234 -2.31942  -0.742
C: 3.80041 0.23580 2.27521  -0.835
C: -0.37654 -2.08669 2.37016  -0.062
N: -2.50699 -0.59588 -2.40319  -0.318
Ru: -1.39377 -0.62483 -0.30227  0.273
C: 1.50959 1.88768 -1.92445  -0.774
C: 0.11784 -1.71313 3.60710  -1.101
H: -3.05432 0.25759 -2.33675  0.276
C: -3.31503 -1.69180 -2.97649  -0.606
H: -3.63690 -1.43537 -3.98772  0.374
H: -3.22878 -3.58513 -1.02598  0.419
H: 4.62131 -0.34499 -1.45448  0.541
C: -4.13714 1.06026 -0.13775  -0.353
H: -0.53322 4.47188 -2.74694  0.439
H: -1.73412 -0.36597 -3.02619  0.273
N: -0.75048 1.49294 -1.24632  0.705
H: 6.34585 0.57951 0.07554  0.399
N: -2.69035 1.52203 1.40829  0.566
H: -1.61036 -2.88976 -3.52631  0.370
H: -0.17276 0.28763 4.57693  0.470
C: 4.40301 -0.17199 -0.40930  -0.373
H: 2.52925 1.53965 -1.98854  0.416
H: -4.21257 -1.79535 -2.36236  0.324
C: -0.30770 -0.40304 3.76095  -0.355
N: -1.00782 -0.03508 2.68651  0.383
B: -1.60174 1.41478 2.54257  0.047
S: 1.92215 -1.14066 -0.96531  1.402
H: 6.14669 2.23016 2.59720  0.310
C: -4.45190 2.32774 0.32265  -1.142
N: 0.63829 -0.15784 -0.76645  0.555
C: 2.83396 -0.28305 1.43481  0.216
H: 5.88652 0.92911 3.75613  0.364
H: -2.14325 1.66693 3.58496  -0.141
C: -3.49987 2.57745 1.30040  -0.227
H: -0.71169 2.19678 2.30409  -0.076
H: -1.08975 -3.32009 0.01788  0.203
C: -1.11820 2.67460 -1.75093  -0.464
N: -3.07516 0.57502 0.52855  -0.407
H: -2.16272 2.94236 -1.63983  0.394
N: -1.26496 -2.87722 -0.87972  -0.253
H: -0.36034 -2.94962 -1.34564  0.230
C: -2.31247 -3.60863 -1.61916  -0.667
C: 5.07148 0.55763 1.79778  0.852
H: -5.26675 2.95961 0.01675  0.424
C: 3.14774 -0.47765 0.09333  -0.249
N: -1.07004 -1.07328 1.82373  -0.185
H: 3.57018 0.39256 3.32187  0.406
H: 0.69039 -2.30966 4.29451  0.462
H: 1.84931 -0.53934 1.80809  -0.069

***

Which value of charge does entry 3 give? +1

***

calculated total energy of number 3 (C21H29BN8O2RuS)? -52350.863 eV

***

Which of these has the lowest calculated total energy? C28H30BrF4GaN3O3